The following is a DFT calculation (wB97M-V/def2-TZVPD) of an isolated molecule of C7H7Cl2N3O at a distorted geometry.

Values from the calculation:
- Max |F|: 0.087 hartree/bohr
- Net charge: 0
- Highest occupied orbital energy: -9.13 eV
- Total energy: -38933.4061 eV
- Gap between HOMO and LUMO: 9.5917 eV

Last column: natural (NBO) charge in e.
Element x y z (Å)
O (-0.95331, 0.47703, -1.70144)  -0.599
Cl (-1.98402, 2.64814, 3.14991)  0.053
Cl (-2.08594, -2.52574, 3.01303)  0.084
N (-1.85521, 0.08381, 2.95078)  -0.441
C (-0.07200, 0.20466, -0.93657)  0.608
C (-1.58535, 1.21253, 2.36134)  0.167
C (-1.58190, -1.09767, 2.35050)  0.148
C (-0.93447, 1.25881, 1.15388)  -0.242
C (-0.88251, -1.16806, 1.09865)  -0.264
C (-0.52718, 0.06961, 0.47096)  -0.020
N (2.17130, -0.32258, -0.44303)  -0.678
N (1.14387, 0.09948, -1.40395)  -0.251
C (1.31776, 0.11420, -2.88768)  -0.425
H (-0.62238, 2.22521, 0.82928)  0.232
H (-0.63050, -2.10808, 0.72302)  0.223
H (3.08907, -0.32721, -0.85736)  0.378
H (1.91279, -1.18435, 0.11249)  0.375
H (2.33628, 0.22111, -3.14017)  0.202
H (0.81839, 0.89553, -3.49954)  0.244
H (0.92531, -0.77642, -3.34410)  0.207

Cartesian forces, eV/Å:
O -2.346 0.446 -1.599
Cl -0.329 0.979 0.622
Cl -0.631 -1.495 1.193
N -0.895 -2.595 0.534
C -0.840 0.391 0.491
C 0.929 -1.471 -0.884
C 1.529 3.518 -2.338
C 1.179 -0.861 -1.038
C -0.422 3.038 1.202
C -1.099 -0.299 2.836
N -1.231 -0.173 0.108
N 2.899 -0.783 0.241
C -0.663 0.110 0.151
H -0.006 0.412 -0.711
H 0.250 -1.275 -0.784
H -0.113 -0.233 -0.105
H 0.520 1.144 -1.563
H 1.361 -0.129 0.101
H -0.043 0.072 1.454
H -0.049 -0.796 0.088



The following is a DFT calculation (wB97M-V/def2-TZVPD) of a cluster of 2 separate species, C7H7Cl3F2N2 in total at a distorted geometry.

Values from the calculation:
- Max |F|: 0.079 hartree/bohr
- Net charge: 0
- Highest occupied orbital energy (spin up / spin down): -8.37 / -7.78 eV
- Total energy: -53350.8639 eV
- Gap between HOMO and LUMO (spin up / spin down): 7.9960 / 7.2587 eV

Last column: natural (NBO) charge in e.
Element x y z (Å)
C (-1.83867, 0.14279, 0.03098)  -0.318
C (-1.50778, -1.12644, -0.55634)  0.187
C (-0.71453, 0.63929, 0.57386)  0.193
C (-2.43129, -2.07056, -1.28689)  -0.635
C (-0.47313, 1.93759, 1.31267)  -0.653
C (1.54316, -0.45525, 0.82817)  0.503
C (3.09926, 0.82221, -0.73400)  0.156
N (-0.25166, -1.35462, -0.27059)  -0.276
N (0.25203, -0.35909, 0.46570)  -0.275
F (1.87324, 0.35148, 1.85495)  -0.317
F (2.21903, 1.53732, -1.45377)  -0.338
Cl (2.21495, -1.95313, 0.81015)  0.137
Cl (3.97388, -0.36555, -1.75630)  -0.036
Cl (4.16114, 1.74453, 0.18991)  0.047
H (-2.83150, 0.62068, 0.02348)  0.229
H (-2.50377, -1.73770, -2.24937)  0.223
H (-1.94054, -3.13836, -1.26097)  0.239
H (-3.50837, -2.10614, -0.85256)  0.228
H (0.29384, 1.89372, 2.02303)  0.241
H (-0.36749, 2.62496, 0.49255)  0.235
H (-1.26182, 2.35228, 1.81534)  0.229

Cartesian forces, eV/Å:
C -1.553 0.100 -0.912
C 0.007 1.048 1.350
C 0.508 0.660 2.366
C 0.375 -2.446 3.241
C 0.341 -1.193 -2.577
C 2.411 2.777 -0.649
C -1.532 -2.377 -0.062
N -0.119 -2.637 -1.108
N -2.534 0.839 -1.173
F -0.208 -0.588 0.028
F 0.369 0.094 0.009
Cl 0.935 -1.378 0.325
Cl -0.645 0.590 0.390
Cl 0.407 0.796 0.583
H 0.791 -0.208 0.005
H -0.294 0.603 -2.771
H -1.154 2.038 -0.149
H 2.027 0.090 -0.478
H 1.479 0.094 0.412
H 1.053 0.820 -0.085
H -2.664 0.279 1.256



The following is a DFT calculation (wB97M-V/def2-TZVPD) of an isolated molecule of C7H7ClN2O2S2 at a distorted geometry.

Values from the calculation:
- Max |F|: 0.089 hartree/bohr
- Net charge: 0
- Highest occupied orbital energy (spin up / spin down): -8.80 / -8.80 eV
- Total energy: -48636.3316 eV
- Gap between HOMO and LUMO (spin up / spin down): 7.1405 / 7.1399 eV

Last column: natural (NBO) charge in e.
Element x y z (Å)
C (0.72887, -0.55052, 1.21523)  -0.231
C (1.05953, -1.18145, -2.41627)  0.011
C (0.62008, -0.41477, -1.31877)  -0.037
C (0.96237, -1.02918, -0.02499)  -0.205
C (-0.25923, 0.59306, -1.23481)  -0.471
C (0.25182, 0.70832, 1.63472)  0.028
C (-1.22334, -0.33571, 3.29586)  -0.451
N (1.66508, -2.25024, -2.04351)  -0.467
N (-0.65203, 0.80579, 2.51316)  -0.363
O (-1.71921, 2.54033, -2.11096)  -0.885
O (-1.09790, 0.78129, -3.70212)  -0.882
S (1.69129, -2.54333, -0.35247)  0.541
S (-0.78903, 1.59062, -2.57188)  2.134
Cl (0.96406, 2.66041, -2.84200)  -0.244
H (1.12168, -1.12549, 1.94017)  0.218
H (1.11220, -0.93799, -3.45007)  0.240
H (0.49781, 1.70831, 1.24229)  0.214
H (-0.68541, 0.78245, -0.31549)  0.249
H (-0.65866, -1.27354, 3.36988)  0.178
H (-1.23150, 0.02353, 4.23134)  0.205
H (-2.35848, -0.55190, 2.94072)  0.216

Cartesian forces, eV/Å:
C 1.187 0.123 -3.620
C 2.147 -1.146 0.480
C -2.104 1.469 1.644
C -0.465 0.697 0.441
C 0.675 -0.243 -2.086
C -1.760 1.622 0.731
C -1.515 -0.804 -4.264
N 0.186 -1.300 -0.012
N -0.930 -0.340 1.394
O -0.758 0.801 0.504
O 0.631 0.045 -0.279
S 0.378 -0.332 -1.469
S 0.444 -0.717 0.204
Cl -0.220 -0.259 -0.370
H 0.907 -2.113 2.757
H -0.479 0.345 -0.622
H 0.524 -0.702 -0.459
H -1.017 0.991 1.415
H -0.027 0.018 -0.690
H -0.572 1.320 3.521
H 2.766 0.526 0.779



The following is a DFT calculation (wB97M-V/def2-TZVPD) of an isolated molecule of C7H7ClN4S at a distorted geometry.

Values from the calculation:
- Max |F|: 0.062 hartree/bohr
- Net charge: 0
- Highest occupied orbital energy: -8.97 eV
- Total energy: -36683.8905 eV
- Gap between HOMO and LUMO: 8.2448 eV

Last column: natural (NBO) charge in e.
Element x y z (Å)
C (-1.18685, -2.32320, -1.02489)  -0.205
C (-0.91999, -1.48046, -2.13558)  -0.183
C (-1.05356, -1.85396, 0.28271)  -0.184
C (-0.33543, -0.24870, -1.83973)  -0.245
C (-0.45906, -0.61441, 0.59394)  -0.140
C (-0.03803, 0.10707, -0.50920)  -0.044
C (-0.42835, -0.03320, 1.98667)  -0.066
N (0.77440, 0.53596, 2.41087)  -0.135
N (1.37588, 1.36141, 1.73174)  -0.314
N (1.09770, 3.15188, -0.35519)  -1.063
N (2.75721, 1.16730, -0.17765)  -1.080
S (1.31163, 1.71389, 0.06060)  1.791
Cl (-1.64876, 1.33445, 2.01552)  -0.059
H (-1.66249, -3.35345, -1.08353)  0.230
H (-1.01053, -1.75741, -3.22416)  0.236
H (-1.50411, -2.41964, 1.17368)  0.224
H (-0.06589, 0.22385, -2.69481)  0.232
H (-0.71391, -0.81141, 2.69338)  0.232
H (0.25729, 3.59376, -0.23336)  0.383
H (3.45285, 1.70626, 0.32900)  0.391

Cartesian forces, eV/Å:
C -1.326 -0.933 -0.155
C 0.323 -0.800 0.900
C -0.542 -0.090 1.620
C -0.106 -1.729 2.509
C -0.248 -0.341 -1.085
C 1.623 2.011 -0.568
C -1.732 -0.938 -1.578
N 1.614 1.033 0.742
N 0.392 0.318 1.603
N 2.322 -1.891 0.068
N -2.260 -0.368 -0.648
S 0.681 -1.959 -1.899
Cl -0.059 -0.480 0.239
H 0.753 1.467 -0.430
H -0.182 0.081 1.537
H 0.860 0.534 -1.573
H 1.147 2.285 -1.894
H -0.235 0.378 0.117
H -2.786 1.129 0.459
H -0.238 0.293 0.037



The following is a DFT calculation (wB97M-V/def2-TZVPD) of an isolated molecule of C7H7ClNO3P at a distorted geometry.

Values from the calculation:
- Max |F|: 0.083 hartree/bohr
- Net charge: 0
- Highest occupied orbital energy: -9.90 eV
- Total energy: -36813.9180 eV
- Gap between HOMO and LUMO: 8.5226 eV

Last column: natural (NBO) charge in e.
Element x y z (Å)
C (-2.74721, 0.58491, 0.44211)  -0.200
C (-1.98217, -0.05886, 1.35473)  -0.204
C (-2.41121, 0.69336, -0.90281)  -0.192
C (-0.75204, -0.59357, 1.02749)  -0.197
C (-1.16008, 0.13394, -1.26432)  -0.178
C (-0.34556, -0.47652, -0.33574)  -0.104
C (0.90144, -1.05951, -0.85417)  -0.689
N (2.21520, 1.22762, 0.32735)  0.247
O (2.62817, 1.77077, 1.35358)  -0.319
O (1.89478, 1.75588, -0.72240)  -0.335
O (2.46515, -1.32209, 1.65996)  -0.992
P (2.35058, -0.56110, 0.37633)  1.830
Cl (4.32802, -0.73607, -0.68818)  -0.316
H (-3.69819, 1.00017, 0.74152)  0.217
H (-2.33890, -0.19220, 2.36451)  0.221
H (-2.89270, 1.25420, -1.66705)  0.225
H (-0.14923, -0.98292, 1.82895)  0.238
H (-0.60311, 0.21821, -2.16221)  0.210
H (1.03390, -2.16038, -1.11213)  0.276
H (1.26317, -0.49585, -1.76753)  0.262

Cartesian forces, eV/Å:
C -1.981 0.878 -1.685
C 0.884 -0.828 1.079
C 2.763 -0.829 0.126
C -0.058 0.551 -1.414
C -0.560 0.512 1.195
C -0.895 -1.006 2.008
C 3.950 0.318 -0.505
N 1.185 1.714 0.909
O -0.833 -0.393 -1.295
O -0.014 -0.376 0.833
O -0.440 1.934 -1.887
P 0.870 -4.142 -0.612
Cl -2.434 0.433 0.968
H -0.090 0.077 0.187
H -0.042 0.239 0.152
H -0.910 0.306 -0.081
H 0.343 -0.447 -0.157
H -0.678 0.441 -1.442
H -0.480 1.286 0.826
H -0.579 -0.667 0.793



The following is a DFT calculation (wB97M-V/def2-TZVPD) of a cluster of 2 separate species, C7H7ClO in total at a distorted geometry.

Values from the calculation:
- Max |F|: 0.050 hartree/bohr
- Net charge: 0
- Highest occupied orbital energy (spin up / spin down): -7.52 / -8.67 eV
- Total energy: -21934.1788 eV
- Gap between HOMO and LUMO (spin up / spin down): 5.1637 / 7.1812 eV

Last column: natural (NBO) charge in e.
Element x y z (Å)
C (0.51272, -0.74654, 3.58073)  -0.529
C (0.33193, -1.03259, 2.43065)  -0.266
C (-0.29579, -1.31489, -0.58659)  -0.350
C (0.40223, -2.36538, -1.14393)  -0.104
C (0.12977, 1.36457, -0.28253)  0.048
C (0.17842, -0.04099, -0.57766)  0.507
C (-0.70022, 2.32521, -1.09160)  -0.647
O (1.21668, 0.69276, -0.96713)  -0.394
Cl (-0.20427, -3.94107, -1.13688)  0.093
H (0.64380, -0.60185, 4.62231)  0.212
H (-1.25429, -1.48203, -0.12134)  0.276
H (1.37628, -2.22730, -1.58090)  0.221
H (0.38245, 1.67767, 0.72626)  0.236
H (-0.36241, 3.34596, -0.92067)  0.232
H (-1.74500, 2.25018, -0.79871)  0.237
H (-0.61230, 2.09630, -2.15201)  0.228

Cartesian forces, eV/Å:
C 0.190 0.271 1.595
C -0.347 0.018 -2.571
C 0.064 -1.671 -0.492
C -0.416 0.844 0.172
C -1.236 0.546 0.508
C 1.194 1.729 0.999
C 0.275 -0.094 -0.015
O 0.142 -1.460 -0.446
Cl 0.035 0.036 0.027
H 0.062 0.073 0.200
H -0.030 0.036 0.099
H 0.149 -0.093 -0.057
H 0.051 -0.229 -0.005
H -0.018 0.007 -0.027
H -0.055 0.009 0.059
H -0.062 -0.025 -0.045



The following is a DFT calculation (wB97M-V/def2-TZVPD) of the ion C7H7F2N2S with charge +1 at a distorted geometry.

Values from the calculation:
- Max |F|: 0.078 hartree/bohr
- Net charge: +1
- Highest occupied orbital energy: -12.82 eV
- Total energy: -26613.0033 eV
- Gap between HOMO and LUMO: 9.0413 eV

Last column: natural (NBO) charge in e.
Element x y z (Å)
C (1.22774, -0.69643, -1.32742)  -0.143
C (2.38272, 0.04356, -1.45877)  -0.265
C (1.37981, 1.70795, 0.08957)  -0.301
C (0.16369, -0.29180, -0.56036)  -0.001
C (2.45730, 1.24681, -0.70952)  0.472
C (0.22188, 0.93492, 0.08641)  -0.151
C (-2.00799, -0.10314, 0.61016)  -0.060
N (-1.04384, -1.02028, -0.33375)  -0.026
N (-2.11667, -1.02360, 1.79997)  -0.724
F (3.58392, 1.98833, -0.78107)  -0.292
F (-1.83226, -1.06283, -1.59934)  -0.260
S (-1.12013, 1.39322, 1.11913)  0.335
H (1.27797, -1.72005, -1.69805)  0.247
H (3.09863, -0.49447, -2.01932)  0.259
H (1.42505, 2.73515, 0.38856)  0.261
H (-2.90000, 0.10345, 0.14065)  0.257
H (-1.68181, -1.89007, 1.40999)  0.478
H (-2.99703, -1.22359, 2.30152)  0.461
H (-1.51897, -0.62713, 2.54164)  0.453

Cartesian forces, eV/Å:
C 0.309 -1.428 0.083
C -1.193 0.814 1.608
C 1.005 -0.665 -2.141
C -1.149 0.960 0.402
C 0.038 -0.329 -0.523
C 1.159 0.553 0.607
C 3.799 -1.320 -0.057
N -2.434 1.540 0.105
N 0.393 -0.533 0.641
F -1.001 -0.491 0.156
F 1.054 0.107 1.266
S -0.542 -0.288 -0.561
H -0.469 0.316 -0.292
H 1.362 0.538 -0.423
H -0.008 0.210 0.744
H -2.030 -0.015 -1.025
H -0.374 0.133 0.630
H -0.130 0.166 -0.936
H 0.213 -0.267 -0.285



The following is a DFT calculation (wB97M-V/def2-TZVPD) of a cluster of 2 separate species, C7H7F2P in total at a distorted geometry.

Values from the calculation:
- Max |F|: 0.061 hartree/bohr
- Net charge: 0
- Highest occupied orbital energy (spin up / spin down): -7.78 / -7.78 eV
- Total energy: -22091.1929 eV
- Gap between HOMO and LUMO (spin up / spin down): 6.9458 / 6.9494 eV

Last column: natural (NBO) charge in e.
Element x y z (Å)
C (0.32629, 1.61940, 1.89123)  -0.233
C (-0.72578, 0.73068, 1.74773)  -0.194
C (1.26353, 1.78063, 0.88632)  -0.193
C (-0.83968, -0.02184, 0.58166)  -0.330
C (1.17161, 1.02870, -0.28559)  -0.320
C (0.11809, 0.17324, -0.36430)  0.038
C (0.22013, -1.80504, -2.41044)  0.506
F (0.11543, -1.12177, -3.55739)  -0.320
F (1.46617, -2.24373, -2.25639)  -0.312
P (-1.16665, -2.49546, -1.55392)  0.303
H (0.42061, 2.18741, 2.80542)  0.214
H (-1.45149, 0.60228, 2.53727)  0.213
H (2.08088, 2.47694, 1.00394)  0.214
H (-1.64466, -0.73239, 0.45227)  0.219
H (1.90760, 1.12885, -1.06721)  0.227
H (-2.03625, -1.52391, -2.04401)  0.011
H (-1.64195, -3.43567, -2.49257)  -0.042

Cartesian forces, eV/Å:
C -0.011 0.138 0.246
C -0.127 -0.089 -0.061
C 0.129 -0.002 -0.211
C -0.096 0.175 0.339
C 0.174 0.315 0.294
C -0.048 -2.195 -2.246
C 1.052 2.767 0.764
F 0.175 -0.688 0.625
F -0.828 -0.012 -0.231
P -0.381 -0.565 0.610
H 0.003 0.063 0.051
H -0.064 0.041 0.111
H 0.070 0.089 0.065
H -0.052 -0.031 0.081
H 0.088 -0.018 -0.112
H -0.165 0.348 0.015
H 0.082 -0.335 -0.339